This record from OMol25 describes a structure of composition C34H54CoN3O5 in a non-equilibrium geometry. The level of theory is ωB97M-V/def2-TZVPD.

The geometry in ORCA input format:
```
! wB97M-V def2-TZVPD RIJCOSX def2/J DEFGRID3
* xyz 0 1
Co 1.7131 -0.2808 -0.6528
C 3.4253 -2.1384 -2.2818
N 3.5071 -1.4883 -0.9609
C 4.8001 -0.7742 -0.8996
C 3.4470 -2.4822 0.1454
C 2.5056 -2.0051 1.2414
N 1.2111 -1.6416 0.6267
C 0.5522 -2.8246 -0.0136
C -0.6248 -2.4670 -0.8705
C -1.8597 -3.0622 -0.6883
C -2.9166 -2.7841 -1.5457
C -2.6763 -1.8820 -2.5791
C -1.4544 -1.2472 -2.7966
C -0.4070 -1.5560 -1.9153
O 0.8214 -1.0488 -2.0506
C -1.2550 -0.2579 -3.9454
C -2.5171 -0.1079 -4.7992
C -0.1308 -0.7472 -4.8693
C -0.9110 1.1291 -3.3884
C -4.2665 -3.4699 -1.3373
C -4.0921 -4.9879 -1.4819
C -4.7925 -3.1532 0.0692
C -5.3126 -3.0098 -2.3525
C 0.2250 -1.0959 1.6106
C 0.4519 0.3102 2.0525
C 0.6816 0.6696 3.3699
C 0.7493 2.0105 3.7182
C 0.5342 2.9492 2.7038
C 0.3151 2.6355 1.3680
C 0.3347 1.2682 1.0343
O 0.2638 0.8032 -0.2203
C -0.0238 3.7125 0.3377
C -1.4441 3.4333 -0.1786
C 0.9517 3.7257 -0.8427
C -0.0139 5.1155 0.9502
C 1.0663 2.4887 5.1337
C 0.0028 3.4867 5.6100
C 1.1120 1.3309 6.1308
C 2.4384 3.1762 5.1223
H 4.2476 -2.8519 -2.4065
H 3.4990 -1.3735 -3.0524
H 2.4703 -2.6393 -2.3990
H 5.6034 -1.4667 -1.1694
H 4.9763 -0.4076 0.1087
H 4.7964 0.0653 -1.5891
H 4.4406 -2.6448 0.5735
H 3.1293 -3.4402 -0.2604
H 2.8883 -1.1103 1.7318
H 2.3705 -2.7871 1.9977
H 0.2407 -3.4942 0.7964
H 1.2873 -3.3490 -0.6167
H -1.9884 -3.7555 0.1363
H -3.4867 -1.6531 -3.2513
H -2.8182 -1.0528 -5.2554
H -2.3142 0.5990 -5.6051
H -3.3562 0.2832 -4.2216
H -0.3726 -1.7302 -5.2785
H 0.8167 -0.8166 -4.3386
H -0.0107 -0.0531 -5.7032
H -1.7241 1.4974 -2.7615
H -0.7689 1.8324 -4.2120
H -0.0071 1.1148 -2.7862
H -3.3907 -5.3809 -0.7451
H -3.7136 -5.2391 -2.4738
H -5.0482 -5.4959 -1.3404
H -4.1199 -3.5234 0.8429
H -5.7673 -3.6206 0.2230
H -4.9026 -2.0766 0.2064
H -5.0155 -3.2473 -3.3747
H -5.4933 -1.9360 -2.2862
H -6.2571 -3.5193 -2.1550
H 0.1730 -1.7932 2.4543
H -0.7291 -1.1205 1.0826
H 0.7839 -0.1091 4.1139
H 0.5643 3.9933 2.9768
H -1.4834 2.4789 -0.7011
H -1.7522 4.2204 -0.8698
H -2.1556 3.4045 0.6491
H 1.1237 2.7300 -1.2401
H 1.9117 4.1573 -0.5528
H 0.5372 4.3386 -1.6460
H -0.7718 5.2311 1.7271
H -0.2295 5.8422 0.1649
H 0.9611 5.3664 1.3709
H -0.9907 3.0365 5.5838
H -0.0174 4.3848 4.9932
H 0.2121 3.7951 6.6360
H 0.1695 0.7810 6.1517
H 1.2941 1.7206 7.1335
H 1.9164 0.6309 5.8988
H 2.4428 4.0347 4.4503
H 3.2110 2.4871 4.7789
H 2.7008 3.5237 6.1236
O 3.1296 1.4979 -1.5039
N 3.3872 1.6561 -0.2941
O 4.1530 2.4579 0.1578
O 2.8358 0.7940 0.4719
*
```

Summary:
- HOMO-LUMO gap (eV) = 7.17
- E_tot (a.u.) = -3251.127715
- M (u) = 643.75
- largest force on an atom (eV Å⁻¹) = 1.236
- HOMO energy (eV) = -7.66

Results of the Mulliken charge analysis, in e, for atoms 1 through 8:
1. Co 0.142
2. C -1.287
3. N 0.903
4. C -1.545
5. C -1.302
6. C -0.719
7. N 1.264
8. C -1.320

=====

This record from OMol25 describes a cluster of 11 separate species, C34H54F6N2O14P in total in a non-equilibrium geometry. The level of theory is ωB97M-V/def2-TZVPD.

The geometry in ORCA input format:
```
! wB97M-V def2-TZVPD RIJCOSX def2/J DEFGRID3
* xyz -1 1
P -0.2911 -0.4959 -0.0098
F -1.6406 0.3784 -0.1581
F 0.0667 -0.3966 -1.5964
F 0.4548 0.9470 0.2831
F 1.1359 -1.2461 0.1685
F -0.4923 -0.6647 1.5751
F -1.1403 -1.8163 -0.3636
O 1.2246 -4.7542 5.7003
C 1.0445 -4.4721 4.5527
O 1.2448 -3.2180 4.0803
C 1.3608 -3.2186 2.6465
C 1.2524 -4.6822 2.1929
C 0.6368 -5.3881 3.4122
H 2.3153 -2.8111 2.3122
H 0.5904 -2.5756 2.2331
H 2.2300 -5.0974 1.9573
H 0.6156 -4.7727 1.3140
H 1.0779 -6.3690 3.5547
H -0.4487 -5.4265 3.3585
O -3.0946 6.0231 3.2923
C -2.8156 5.0556 2.6447
O -1.5836 4.8848 2.1142
C -1.4245 3.5584 1.5636
C -2.8453 3.0381 1.3775
C -3.6442 3.8085 2.4343
H -0.7913 2.9699 2.2262
H -0.9528 3.6440 0.5885
H -2.8757 1.9536 1.4402
H -3.1685 3.2835 0.3628
H -3.6226 3.2101 3.3482
H -4.6725 3.9268 2.1109
O 6.0125 -1.0764 1.3805
C 5.4672 -1.5570 0.4350
O 6.1414 -2.4060 -0.4074
C 5.2258 -3.0361 -1.3091
C 3.8449 -2.7838 -0.7203
C 4.0283 -1.4476 -0.0326
H 5.4482 -4.1007 -1.3846
H 5.3790 -2.6188 -2.3082
H 3.5799 -3.5845 -0.0253
H 3.0431 -2.7980 -1.4595
H 3.3904 -1.2245 0.8135
H 3.9882 -0.6137 -0.7387
O -2.4205 2.4788 -3.5528
C -1.3596 2.9999 -3.4143
O -0.5877 3.3211 -4.4949
C 0.5922 4.0090 -4.1054
C 0.7556 3.7486 -2.6015
C -0.6543 3.4113 -2.1204
H 0.5868 5.0722 -4.3534
H 1.4256 3.5696 -4.6564
H 1.1869 4.5982 -2.0711
H 1.4119 2.8934 -2.4381
H -1.2344 4.2701 -1.7754
H -0.7279 2.5773 -1.4270
O -4.9428 1.3470 -2.0043
C -5.0460 0.6907 -1.0160
O -5.5107 1.2351 0.1434
C -5.3789 0.3278 1.2303
C -5.2683 -1.0499 0.5810
C -4.6856 -0.7708 -0.8017
H -6.1629 0.3847 1.9800
H -4.4298 0.5238 1.7413
H -6.2435 -1.5369 0.5038
H -4.6546 -1.7303 1.1722
H -5.0689 -1.4216 -1.5816
H -3.5970 -0.8253 -0.8666
O -4.5847 -1.3033 -4.1087
C -3.5196 -1.1674 -4.6298
O -3.2903 -1.6085 -5.8928
C -1.9874 -1.2356 -6.3719
C -1.2861 -0.5222 -5.2133
C -2.2253 -0.6652 -4.0117
H -2.1281 -0.5461 -7.2059
H -1.5086 -2.1421 -6.7385
H -1.1049 0.5280 -5.4512
H -0.2781 -0.8900 -5.0053
H -2.4353 0.3156 -3.5912
H -1.7926 -1.2940 -3.2384
C 0.6765 -3.6547 -2.9985
O 0.5222 -3.8133 -1.5975
H -0.2962 -3.6621 -3.5089
H 1.1853 -2.7146 -3.2340
H 1.2499 -4.4779 -3.4254
H 0.2918 -2.9405 -1.2597
C -2.3915 -2.8282 2.6755
O -3.5706 -2.7506 3.4838
H -1.5948 -2.2357 3.1338
H -1.9765 -3.8396 2.6593
H -2.6036 -2.4296 1.6895
H -3.6445 -3.5584 3.9951
N 4.0712 3.8063 -0.6023
C 5.2958 3.9098 -0.0011
C 5.4411 2.8455 0.8456
C 4.2512 2.0743 0.7684
C 3.4292 2.6776 -0.1408
H 3.7396 4.3820 -1.3531
H 5.9893 4.6902 -0.2649
H 6.3521 2.6231 1.3751
H 3.9926 1.1808 1.3119
H 2.4214 2.5056 -0.4811
N 1.4511 1.4298 2.9732
C 2.0426 2.6301 3.2763
C 2.5804 2.5183 4.5281
C 2.3223 1.1992 4.9949
C 1.6201 0.5581 4.0017
H 1.0084 1.2380 2.0876
H 2.0661 3.3824 2.5077
H 3.1909 3.2541 5.0279
H 2.6319 0.7715 5.9324
H 1.1149 -0.3943 4.0264
*
```

Summary:
- HOMO-LUMO gap (eV) = 7.82
- E_tot (a.u.) = -3431.754757
- M (u) = 859.77
- largest force on an atom (eV Å⁻¹) = 1.494
- HOMO energy (eV) = -5.81

Results of the Mulliken charge analysis, in e, for atoms 1 through 8:
1. P 2.157
2. F -0.565
3. F -0.457
4. F -0.311
5. F -0.341
6. F -0.486
7. F -0.489
8. O -0.617

=====

This record from OMol25 describes a structure of composition C34H55AlGeN4O4Si. The level of theory is ωB97M-V/def2-TZVPD.

The geometry in ORCA input format:
```
! wB97M-V def2-TZVPD RIJCOSX def2/J DEFGRID3
* xyz 1 2
Al 1.2203 -0.1441 0.0463
C 2.8869 -2.4795 2.4461
C 1.3998 -2.3674 2.1406
C 0.7165 -1.4763 3.1605
C 0.7440 -3.7378 2.0931
O 1.2500 -1.7401 0.8333
Ge 1.8354 -2.8338 -0.8563
O 0.2589 -2.3657 -1.6572
C -0.6319 -3.3267 -2.2778
C -0.2828 -3.3730 -3.7614
C -2.0554 -2.8246 -2.0832
C -0.4945 -4.7138 -1.6587
O 2.4425 -1.0365 -1.1313
C 3.6583 -0.7199 -1.8896
C 4.7317 -0.3245 -0.8866
C 4.0799 -1.9622 -2.6632
C 3.3918 0.4017 -2.8831
H 3.0316 -2.8847 3.4485
H 3.3640 -1.4981 2.4019
H 3.3886 -3.1429 1.7390
H 0.8621 -1.8754 4.1652
H -0.3557 -1.3956 2.9699
H 1.1622 -0.4825 3.1333
H 0.7593 -4.1871 3.0870
H 1.2753 -4.4157 1.4232
H -0.2925 -3.6592 1.7636
H -0.4590 -2.4032 -4.2309
H -0.8865 -4.1167 -4.2849
H 0.7689 -3.6343 -3.8939
H -2.1727 -1.8116 -2.4739
H -2.3251 -2.8243 -1.0259
H -2.7561 -3.4774 -2.6071
H 0.4787 -5.1625 -1.8669
H -1.2566 -5.3796 -2.0662
H -0.6365 -4.6698 -0.5759
H 4.9569 -1.1568 -0.2169
H 4.4019 0.5275 -0.2912
H 5.6501 -0.0450 -1.4054
H 4.3640 -2.7816 -2.0019
H 4.9473 -1.7266 -3.2801
H 3.2825 -2.2982 -3.3322
H 3.2265 1.3600 -2.3967
H 2.5332 0.1722 -3.5152
H 4.2684 0.5150 -3.5225
N -0.6112 0.4733 0.8568
C -1.0184 1.6684 1.1036
C -0.1441 2.6656 1.7634
C -0.1242 3.9870 1.3172
C 0.6678 4.9219 1.9637
C 1.4206 4.5521 3.0714
C 1.3761 3.2465 3.5395
C 0.5952 2.3065 2.8860
C -2.3685 2.1703 0.7270
C -3.1474 2.8575 1.6570
C -4.3665 3.3976 1.2838
C -4.7906 3.3030 -0.0359
C -3.9941 2.6691 -0.9785
C -2.7905 2.0938 -0.5991
H -0.7211 4.2766 0.4608
H 0.6884 5.9453 1.6117
H 2.0270 5.2893 3.5816
H 1.9370 2.9663 4.4215
H 0.5154 1.2988 3.2672
H -2.7958 2.9646 2.6758
H -4.9759 3.9097 2.0163
H -5.7368 3.7374 -0.3311
H -4.3087 2.6180 -2.0125
H -2.1708 1.6176 -1.3480
C -2.8910 -2.7975 2.0876
Si -3.0175 -0.9792 1.6695
C -2.8886 -0.0401 3.2853
C -4.6359 -0.6607 0.8041
C -1.5960 -0.5444 0.4408
H -3.7556 -3.0788 2.6947
H -2.0017 -3.0163 2.6832
H -2.8854 -3.4453 1.2073
H -3.2684 -0.6802 4.0853
H -3.4867 0.8705 3.2774
H -1.8619 0.2295 3.5480
H -5.4739 -0.9842 1.4262
H -4.6911 -1.2125 -0.1380
H -4.7694 0.4005 0.5825
H -2.0343 -0.2964 -0.5267
H -1.0472 -1.4719 0.2796
C 2.7727 4.0377 -0.6620
N 1.7417 3.1964 -1.2512
C 1.0583 3.6202 -2.4252
C 0.2566 2.6924 -3.0982
C 0.1010 1.4243 -2.6089
N 0.7265 1.0827 -1.4159
C 1.5308 1.9602 -0.8200
O 2.1016 1.4678 0.2503
N -0.6738 0.4039 -3.1355
H 2.4411 5.0734 -0.7131
H 3.7101 3.9364 -1.2121
H 2.9208 3.7597 0.3765
H 1.2139 4.6431 -2.7188
H -0.2390 2.9896 -4.0123
H -0.8863 0.4834 -4.1172
H -0.3661 -0.5225 -2.8573
*
```

Summary:
- HOMO-LUMO gap (alpha / beta) (eV) = 5.40 / 8.83
- E_tot (a.u.) = -4457.481745
- expectation value of S² = 0.766
- M (u) = 711.52
- relative energy (zero: lowest compared OMol25 entry of this formula, charge and spin) (kcal/mol) = 0.0
- largest force on an atom (eV Å⁻¹) = 0.810
- HOMO energy (alpha / beta) (eV) = -7.98 / -11.41

Results of the Mulliken charge analysis, in e, for atoms 1 through 8:
1. Al 0.390
2. C -1.855
3. C 1.788
4. C -1.485
5. C -1.729
6. O 0.460
7. Ge -0.595
8. O 1.132

=====

This record from OMol25 describes a structure of composition C34H55As2CeI2NP in a non-equilibrium geometry. The level of theory is ωB97M-V/def2-TZVPD.

The geometry in ORCA input format:
```
! wB97M-V def2-TZVPD RIJCOSX def2/J DEFGRID3
* xyz 2 2
Ce -10.5055 -14.7741 -1.8051
C -12.5336 -18.7014 -0.0873
As -13.1673 -16.9183 -0.9350
C -14.7366 -16.4479 0.1729
C -14.3710 -17.4897 -2.4140
C -15.1712 -18.5911 -2.1231
C -15.9072 -19.2166 -3.1573
C -16.1083 -18.5968 -4.3870
C -15.4464 -17.3493 -4.6043
C -14.5552 -16.8473 -3.6795
As -13.6062 -15.1313 -3.9611
C -15.1741 -13.9057 -4.1081
C -13.2494 -15.5526 -5.8781
H -11.7868 -18.4689 0.7095
H -12.0051 -19.2134 -0.8490
H -13.3606 -19.3270 0.3150
H -14.2241 -16.0027 1.0720
H -15.3895 -17.3078 0.4397
H -15.3219 -15.7222 -0.3357
H -15.1328 -19.0078 -1.1028
H -16.4401 -20.1190 -2.9468
H -16.6090 -19.0119 -5.2471
H -15.6383 -16.7792 -5.5291
H -15.6923 -14.0233 -5.1113
H -14.8077 -12.8904 -4.0363
H -15.9067 -14.0748 -3.2943
H -12.7195 -16.5424 -5.8878
H -12.5289 -14.8206 -6.2788
H -14.2032 -15.5854 -6.4563
I -12.4847 -12.0575 -1.7397
C -11.7603 -13.4565 -0.2148
H -12.6029 -13.8692 0.3886
H -11.1925 -12.7713 0.4512
C -5.2378 -15.7416 -5.1453
C -5.5430 -15.5373 -3.6766
C -5.9001 -14.0264 -3.3673
C -7.0259 -13.4671 -4.3054
C -7.5026 -14.5159 -5.4422
C -6.3318 -15.1815 -6.1149
P -8.5505 -12.8046 -3.3304
C -7.9850 -11.3079 -2.3888
C -7.8891 -11.6150 -0.8669
C -7.3442 -10.3852 -0.1372
C -5.8451 -10.3097 -0.4221
C -5.4643 -10.8723 -1.8249
C -6.6428 -10.6030 -2.8172
C -9.6848 -11.9263 -4.6591
C -9.0305 -10.7721 -5.5254
C -9.5972 -10.7583 -6.9519
C -11.1166 -11.0148 -6.9095
C -11.6039 -12.2622 -6.1683
C -10.4504 -12.9862 -5.4551
H -4.9823 -16.8141 -5.3667
H -4.3166 -15.2770 -5.4760
H -4.6156 -15.7009 -3.1801
H -6.3576 -16.2212 -3.3502
H -5.0184 -13.4377 -3.4213
H -6.2089 -13.9933 -2.3362
H -6.6123 -12.5953 -4.8440
H -8.0156 -13.8994 -6.2210
H -8.2385 -15.1972 -5.0004
H -5.8819 -14.5490 -6.8370
H -6.7449 -15.9526 -6.7560
H -8.7392 -10.5449 -2.5776
H -7.2962 -12.5132 -0.7438
H -8.8836 -11.8929 -0.5316
H -7.4608 -10.4293 0.9766
H -7.8270 -9.4515 -0.5113
H -5.3768 -10.8505 0.3492
H -5.3800 -9.3161 -0.3401
H -5.2286 -11.9203 -1.6630
H -4.5941 -10.3332 -2.0762
H -6.4376 -10.8784 -3.8276
H -6.8451 -9.5400 -2.8810
H -10.4053 -11.4306 -4.0653
H -7.9104 -10.8609 -5.5481
H -9.1966 -9.7997 -5.0097
H -9.0842 -11.5143 -7.6126
H -9.3844 -9.7452 -7.3625
H -11.5875 -10.8742 -7.9309
H -11.5447 -10.0735 -6.4783
H -12.1664 -12.9251 -6.8979
H -12.4080 -11.9923 -5.4544
H -9.7816 -13.3179 -6.2056
H -10.7876 -13.7937 -4.7645
I -10.3526 -17.0299 -4.0426
C -8.6264 -15.7896 -0.9413
C -7.2970 -15.9956 -0.6981
C -6.8557 -16.1670 0.6432
C -7.8238 -16.3836 1.6435
C -9.1200 -16.2289 1.3144
N -9.5526 -15.8794 0.0346
H -6.5672 -16.0021 -1.5319
H -5.7679 -16.0546 0.8032
H -7.5855 -16.4739 2.6962
H -9.9310 -16.5084 1.9800
*
```

Summary:
- HOMO-LUMO gap (alpha / beta) (eV) = 7.18 / 4.48
- E_tot (a.u.) = -7266.021715
- expectation value of S² = 0.805
- M (u) = 1052.56
- relative energy (zero: lowest compared OMol25 entry of this formula, charge and spin) (kcal/mol) = 136.0
- largest force on an atom (eV Å⁻¹) = 3.416
- HOMO energy (alpha / beta) (eV) = -14.06 / -13.94

Results of the Mulliken charge analysis, in e, for atoms 1 through 8:
1. Ce 0.418
2. C -1.093
3. As 0.574
4. C -1.177
5. C -0.118
6. C -0.578
7. C -0.837
8. C -0.783